# 1
83
Properties=species:S:1:pos:R:3 method="wB97M-V/def2-TZVPD" e_tot_ha=-3832.279119 charge=-1
H 4.7963 0.0368 4.4585
H -1.4249 5.0711 -1.4923
S 1.3879 2.7042 1.7201
H -3.9324 -10.3770 1.3432
O 7.3356 3.1376 -1.3444
H 6.4850 0.5094 4.1317
H -5.0085 -4.9822 -0.7199
C -5.2693 -6.5289 0.6992
C 5.4324 0.8033 4.0149
H -1.2315 2.8594 -0.3246
H -8.7601 -2.8625 -2.1707
C 1.7946 1.0278 2.3087
H 9.3717 -0.4180 -2.3866
H 1.0843 0.7645 3.0877
C -4.1940 3.0264 -4.2578
O 9.6548 3.8635 -0.8947
H 3.0145 3.7194 0.6612
C -4.5398 -5.9361 -0.4797
O -5.4650 -2.7480 -0.3290
H -4.9714 0.0895 0.3489
H 4.0184 4.4821 3.2400
H 7.5155 5.0253 -3.4286
C 2.7187 3.7106 1.7088
H -4.5990 -6.5998 -1.3432
S -4.1861 3.3060 -2.5182
H -7.4014 -3.7417 -1.4638
H -5.1494 -5.9286 1.6008
O -2.7184 3.8209 -2.4003
O 5.0855 0.9033 2.6569
H 5.1399 3.6346 0.9121
C 8.8125 0.5172 -2.4444
H 7.7813 5.8712 -1.8785
H -6.5988 0.5853 -0.1960
H -1.5347 4.1707 0.7748
H 10.2893 1.4296 -3.7378
S -3.4793 -8.1108 1.7429
C 5.2372 3.3128 1.9497
O -2.3977 -8.0657 0.8074
C -8.2022 -3.0319 -1.2516
H -2.8199 -10.1039 2.7150
H 1.6834 0.3673 1.4509
C 9.7653 1.6338 -2.8063
H -9.8475 -2.7570 0.1087
O -4.3625 2.0425 -1.8609
H -4.0591 3.9772 -4.7656
O 0.3484 3.1043 2.6788
C 8.2241 5.2183 -2.6279
C 3.8879 3.5588 2.6584
C -5.7890 -0.1250 -0.3365
H 3.7039 2.7858 3.4131
H -5.4269 -0.1162 -1.3590
C -2.3072 4.5248 -1.1674
H -3.0946 5.2422 -0.9362
C -3.7397 -9.7821 2.2318
H -9.6204 -4.4192 -0.4657
H -4.5748 -9.8190 2.9253
S 8.5620 3.7004 -1.8082
H 8.3308 0.6954 -1.4850
H 9.1543 5.6325 -3.0060
O -5.1043 4.3604 -2.1906
H 5.9547 1.5167 0.9400
H -2.8645 3.0820 0.3455
O -4.8563 -7.8992 0.9979
H 5.2739 1.7451 4.5546
C -9.1043 -3.5152 -0.1373
S -6.3887 -1.7193 0.0612
H -5.1615 2.5916 -4.4980
C -1.9807 3.5938 -0.0370
H 8.0355 0.4148 -3.2014
O 9.0790 2.8873 -3.0743
O 0.9073 2.5228 0.3446
H 6.8452 1.9226 2.3919
H 2.8184 0.9759 2.6727
H 5.9905 3.9708 2.3943
H -6.3339 -6.6386 0.5012
O -6.9004 -1.7465 1.3983
O -3.4347 -7.2675 2.8995
O -7.6083 -1.7433 -0.9713
H -3.3915 2.3333 -4.4964
C 5.8366 1.8860 1.9595
H 10.5055 1.8115 -2.0256
H -3.4895 -5.7571 -0.2566
H -8.5378 -3.7404 0.7645

---

# 2
79
Properties=species:S:1:pos:R:3 method="wB97M-V/def2-TZVPD" e_tot_ha=-1825.187627 charge=-2 s2=0.75 spin_multiplicity=2
H 15.2550 -31.4389 -29.0300
H 12.4269 -37.0330 -31.9943
C 11.8863 -32.6539 -25.5806
H 13.3997 -33.2082 -29.2043
C 13.0441 -38.7057 -34.0196
N 15.7465 -31.6973 -38.9506
H 12.2385 -34.9376 -34.0995
H 14.1440 -30.2990 -29.5640
H 9.4676 -28.8264 -36.1771
O 11.9567 -32.4928 -26.9894
F 8.6032 -32.6864 -34.2547
O 13.4136 -37.3564 -33.7984
H 11.8778 -28.0822 -28.8345
H 13.0358 -28.6822 -35.4812
B 11.4774 -31.6333 -33.0060
H 10.8549 -32.9441 -25.3803
H 14.0156 -32.5007 -27.0997
C 12.5466 -28.0947 -30.8110
H 14.2400 -27.6191 -37.2959
C 15.0965 -29.4808 -38.0272
H 12.5957 -33.4196 -25.2669
H 15.5221 -25.3335 -30.9108
O 16.6986 -31.1977 -39.5499
H 13.9324 -33.5024 -32.8131
H 8.8058 -30.2158 -35.2963
C 13.6922 -30.6516 -35.8966
C 12.5505 -35.1820 -33.0841
C 12.3631 -36.7278 -33.0388
H 14.5028 -27.7076 -29.7798
C 14.3425 -28.6779 -37.1096
C 14.3307 -31.3722 -29.6038
H 14.6114 -34.9306 -33.4026
C 13.8703 -34.5828 -32.6829
H 12.0531 -31.7160 -25.0508
H 12.4265 -39.2222 -33.2848
O 14.7178 -27.1551 -31.6604
F 8.9203 -32.3132 -29.9989
H 12.8924 -29.0019 -31.3064
H 10.8650 -28.8076 -29.8139
H 16.4778 -26.7539 -30.6687
H 10.5942 -28.1996 -31.7201
H 11.4253 -36.9862 -33.5304
H 11.9884 -30.6413 -29.4366
C 13.1828 -32.1580 -29.0089
H 13.2367 -31.0812 -35.0167
H 14.3998 -31.6820 -30.6466
H 13.3898 -26.3186 -30.2157
H 11.1466 -26.5470 -31.5898
F 8.6138 -30.4319 -32.2946
N 11.4819 -34.5336 -32.2414
H 11.8975 -27.6410 -32.6970
N 11.8522 -28.7137 -29.6223
C 13.1534 -31.9388 -27.4589
H 11.4459 -32.2319 -33.9031
H 12.4060 -31.8282 -32.4923
H 16.3216 -26.1316 -32.3204
C 15.7975 -26.2799 -31.3763
N 11.9418 -31.6351 -29.6109
Cd 9.7638 -31.0717 -33.9203
C 13.6707 -29.3069 -36.0919
C 13.8140 -27.2792 -30.5079
H 10.5838 -31.8123 -32.4284
C 11.4885 -27.5773 -31.6887
H 13.1078 -30.9047 -27.1175
H 12.1821 -31.6364 -30.5919
H 14.3299 -34.8056 -31.7200
B 9.6436 -29.5421 -35.3890
H 12.6969 -38.6557 -35.0516
C 15.1462 -30.8703 -37.8672
H 15.5489 -28.9322 -38.8400
H 14.5731 -32.4863 -36.5868
C 14.5203 -31.4210 -36.7564
H 10.5168 -30.1483 -35.5742
H 10.6744 -34.5481 -32.8479
O 15.3650 -32.8749 -39.0694
H 9.7473 -29.0312 -34.4444
H 13.9723 -39.2769 -34.0021
H 11.4464 -30.5885 -33.2740
H 11.6430 -33.5384 -32.1808

---

# 3
81
Properties=species:S:1:pos:R:3 method="wB97M-V/def2-TZVPD" e_tot_ha=-2078.779793 e_above_lowest_ev=0.0000 charge=-1
H -0.8972 2.8776 -1.7374
H 3.1839 -2.4855 3.3434
H 5.8076 1.5044 0.7553
C 5.1748 1.3181 2.8337
H -3.1159 0.2059 -3.4182
H -3.3413 -0.2529 -1.8150
H 4.3762 -2.6704 2.1126
C -2.3587 -0.4585 3.9593
H -0.4690 4.5153 -2.1594
H -1.9012 -2.6812 1.0798
H -5.7930 0.0389 -0.0234
C 3.2258 0.7111 -0.2179
C 1.6934 -1.0677 -4.6311
H 0.9343 -4.3139 -0.3391
H -0.8777 -2.3999 -4.4048
H 1.1800 -2.1822 2.8100
C 5.1126 0.9257 1.3739
H -4.7566 -0.8056 1.0169
H 1.2135 -1.5424 -2.6223
H 0.3215 0.5458 0.2418
H 4.4701 0.6489 3.3350
H 1.6894 -1.5171 1.2388
C 3.4886 -3.1530 2.5391
H 0.0053 -3.9627 1.7416
C -0.4420 -0.2938 -3.3086
F -2.5882 4.5965 -0.0363
H -2.3444 1.2462 -2.2270
H -0.6580 0.1096 -0.9209
F -3.7407 2.9893 -0.9099
C -5.5782 -0.0792 1.0427
F 5.3352 0.5383 -1.3645
O 1.9548 1.1534 -0.2140
H 4.8699 2.3482 3.0075
H -1.1413 -2.1049 2.3636
H 6.1475 1.1281 3.2936
H -2.9865 0.0368 4.7035
H 3.2274 -0.3777 -0.0450
H -0.0267 0.6516 -2.9241
H 1.4945 2.5242 -1.5539
F 4.1079 2.3394 -1.7393
H -1.6357 0.9108 2.7611
H 5.2793 -0.1591 1.3569
H -0.9345 -0.4376 0.6877
N -0.6883 0.3630 0.0803
C 0.1157 -3.0390 1.1461
H 1.3139 -1.1459 -5.6492
H 0.8896 -2.6180 -0.7836
H 0.1217 3.9723 -0.6266
C -2.5868 0.2101 -2.4511
N -1.0481 -2.2043 1.3536
F 3.5601 0.4756 -2.6055
H -3.5473 3.0309 2.3195
C 1.3785 -2.4285 1.7633
H 2.5423 -1.7316 -4.4742
H -2.9778 -1.0937 3.3058
C -0.1082 3.6258 -1.6356
O 2.4472 -3.3674 1.5796
C -5.0660 1.2608 1.5085
O -1.4901 -0.6535 -2.4364
H 2.0616 -0.0529 -4.4507
H -1.3435 1.1477 0.2860
H 3.7899 -4.1682 2.7983
H -5.6275 1.9959 0.9240
C -3.4681 3.6406 0.2505
H -5.2322 1.3265 2.5894
C -3.0922 2.6600 1.3896
C 0.6501 -1.3370 -3.5349
H 0.5735 -3.0988 -4.4702
N -0.0648 -2.6268 -3.8376
O 3.8304 1.3148 0.9252
H -0.8292 0.0029 -4.2964
O 1.1089 3.1571 -2.1891
O -3.7122 1.3567 1.1061
H -1.9288 -1.3032 4.5260
H -0.6211 -3.5421 -0.8498
O -1.8021 2.4202 1.6859
F -4.6089 4.2922 0.6023
C 4.0949 1.0117 -1.5051
O -1.2932 0.2029 3.3567
C 0.3157 -3.4183 -0.3097
H -6.3642 -0.5572 1.6230

---

# 4
74
Properties=species:S:1:pos:R:3 method="wB97M-V/def2-TZVPD" e_tot_ha=-1420.099025 charge=+3
C -1.8922 4.0710 -0.7729
H -2.5312 0.5445 -3.3974
C 3.1026 -3.0261 -1.4807
H -4.6269 3.0122 -0.5123
H 3.0491 0.7419 0.9549
O -2.7155 2.0502 1.7871
C -0.0841 2.6102 0.0318
H 0.5357 3.4299 -2.3040
O -2.0275 -3.0008 -0.0411
H 4.4356 -4.9256 0.1054
H -2.6274 2.0544 0.7868
H -2.8853 4.3761 -2.6276
C 3.6756 -0.1535 0.8996
H -2.0013 4.2508 0.3077
N -2.0310 1.6621 -1.0191
H 5.7059 -3.8861 0.6654
H -0.5986 2.3573 0.9762
H 0.5850 -1.6508 1.3995
H -4.3537 0.7047 -0.0313
H 5.8560 -1.6281 0.0983
H -2.8035 2.2173 -3.7677
C 2.7882 -1.3147 1.3527
H 2.1785 -3.4999 -1.1442
C 5.0058 -4.0350 -0.1585
H -2.1280 -3.7175 0.5954
H -0.1421 1.8925 -2.8209
C 1.3603 -1.2350 0.7489
Zr -2.6387 0.2477 3.2750
H 2.8492 -2.0834 -1.9690
H -0.7113 -2.3380 3.6639
H 3.7132 -1.3307 3.3330
H 0.5919 1.7731 -0.1466
C 2.7320 -1.2827 2.8774
O -1.1588 -1.5469 3.9989
H 5.4942 -1.7737 -1.5412
O -3.8686 -1.6593 3.2126
H -4.1990 1.1303 -3.6109
H -3.6131 -2.5203 2.8394
H -2.1508 -2.1622 0.4272
N 3.4038 -2.5605 0.9349
H 3.5719 -3.6759 -2.2118
F -2.0554 -0.4671 1.4535
H 5.0226 0.5469 -0.5652
C -0.3957 2.8812 -2.4261
C 4.9960 -1.5945 -0.5837
C -3.3169 1.6678 -1.6971
H 1.2836 -1.7385 -0.2134
H 3.5604 -0.1081 -1.2781
H -5.0865 0.3963 -1.6232
C -3.1740 4.2141 -1.5870
C -4.1531 0.5379 -1.0824
H 0.4808 3.5163 0.2373
H 2.1387 -2.1314 3.2360
C -1.1133 2.7992 -1.0661
H -4.7577 3.0228 -2.2801
H -3.6490 -0.4310 -1.1788
O 2.7644 -3.6516 1.3585
C 4.2986 -0.2621 -0.4866
O -1.3656 0.4590 -1.1093
H 2.1973 -0.3785 3.1675
H 5.5309 -4.2238 -1.0865
C -4.0566 2.9779 -1.4417
H 4.4732 -0.0114 1.6294
H 1.8005 -3.5324 1.1927
C -3.2188 1.3725 -3.2170
H -4.8048 -1.7461 3.4736
H -1.0266 3.3123 -3.2005
C 4.0991 -2.7780 -0.2938
H 1.1387 -0.1793 0.5963
H -0.9730 -1.5379 4.9557
H -1.5971 -0.0172 -0.2923
H -2.9324 2.9622 2.0548
H -1.2275 4.8968 -1.0616
H -3.7267 5.1068 -1.2995

---

# 5
73
Properties=species:S:1:pos:R:3 method="wB97M-V/def2-TZVPD" e_tot_ha=-1663.441273 e_above_lowest_ev=4.1158 charge=0
H -0.5144 0.4001 -0.0247
H -3.8903 -3.0932 -0.7224
H 2.3793 -0.6209 -2.7884
N -0.5650 1.2909 2.7014
H 3.1414 2.2897 -2.3360
H 1.6903 2.8960 4.2229
C -3.1021 -2.2435 -3.9902
H -3.1113 -2.4644 -5.0589
H -1.2897 -3.6727 0.8253
H 5.1511 -0.1164 2.5466
C -3.5575 -0.0445 -1.5530
H -0.9825 -4.4312 -1.7008
H 0.4566 -4.5181 0.3046
H 0.8035 -1.2952 -2.2970
C 0.7679 -3.8824 -0.5261
H -0.0317 -3.0791 -2.3643
C 4.8886 0.5370 3.3912
H 1.2794 -2.9951 -0.1319
H -4.1458 -2.0345 -3.7165
H 3.2490 2.8724 5.0840
H 4.6751 -0.1031 4.2582
C -3.2778 0.5343 -0.1824
H -1.2092 -1.1346 -3.7197
H 0.1789 2.8202 -3.0793
H -3.0306 -4.6042 -0.5714
H -2.3142 2.5714 2.5230
C 3.9309 3.0312 1.8536
H 0.9340 -0.4575 0.1585
H -0.3215 1.1582 3.6783
H 5.7661 1.1518 3.6326
H -2.7191 -3.1655 -3.5271
H -3.9080 -3.9475 0.7991
H 1.9039 -0.3290 2.7141
C -0.4028 -3.5231 -1.4410
H -2.1265 -2.0890 0.9139
H -2.6543 -0.0596 -3.8989
C -1.9784 -2.9907 0.3177
H 3.3799 1.4736 -0.7649
C 2.1871 0.5422 2.0883
H -1.2882 0.5730 2.5053
H -4.4971 -0.6024 -1.6023
H 2.4570 2.9861 -0.8369
C -0.2888 2.1478 -2.3437
H -1.0380 1.5295 -2.8583
O -1.2562 3.6197 0.4343
H -2.8781 -0.2178 0.5105
H 1.4910 -4.4472 -1.1344
O -1.2915 -2.5141 -0.8625
O 0.7411 3.0104 1.3606
H 2.1953 1.4367 5.1214
C -0.5662 3.2052 1.3567
H -3.5676 0.7216 -2.3325
O -2.4674 -0.9649 -2.0540
C 1.3046 -0.4003 -2.6921
C -2.2882 -1.0492 -3.5427
H 4.4959 3.7716 2.4355
Si 1.0912 1.1269 -1.6124
H -2.2008 -1.8734 -1.5764
H 0.9073 -0.2120 -3.7012
C 0.5897 0.5913 0.1333
H -2.5625 1.3627 -0.2671
H -0.7980 2.7624 -1.5886
Si 3.4065 1.6058 2.9585
C 2.5514 2.2650 4.4931
H -4.2300 0.9306 0.2228
Be 0.8033 1.3721 1.5334
C -1.2194 2.6314 2.6116
H 2.6922 0.0844 1.2017
C -3.2638 -3.6771 -0.0440
C 2.6773 2.0554 -1.3765
H 3.0460 3.5304 1.4331
H 4.5647 2.6890 1.0234
H -0.9431 3.2758 3.4722

---

# 6
82
Properties=species:S:1:pos:R:3 method="wB97M-V/def2-TZVPD" e_tot_ha=-5223.996207 charge=0
O 0.4702 -3.5638 -3.4378
O -0.9703 -0.5865 -4.8287
H 6.6626 1.1905 -1.1700
H -2.5247 -1.1169 -6.1411
H -5.2622 -1.2977 4.9273
C 1.2078 1.4273 -0.5481
H 3.5625 2.3260 -3.0719
H -0.9435 -3.9861 -1.6022
C -0.8637 0.5770 -5.4792
C -5.3672 1.4972 1.1576
C -1.8572 -2.7879 -4.9284
H -6.7447 -0.4386 4.4541
H 4.6988 1.1804 -3.8230
N 4.6217 1.0975 -1.7097
H -2.6970 3.2427 1.7549
O -0.6776 -3.1393 -5.6549
H -4.3356 0.9439 5.9042
H 2.1300 3.6160 0.2869
S 0.2551 -4.2491 -4.9137
H -1.7998 -2.9825 -3.8588
H 0.1677 0.9249 -5.6122
H -2.5268 2.0884 5.1858
N -4.9773 0.5606 3.9176
C -5.7223 -0.6765 4.1485
N 2.6353 1.7180 -0.4220
H -5.5121 0.4346 0.9565
H -0.7586 -0.1932 2.6092
H -4.3175 3.7079 1.3140
P 3.6607 0.3167 -0.5242
O -3.2072 -1.0023 3.2954
N -4.1465 1.7153 1.9259
H -1.5572 0.5938 5.2225
N -2.1657 1.2554 3.2835
C -3.7438 3.1037 2.0199
H 3.8198 3.2491 0.4272
C 4.9779 0.8136 1.8882
H 5.9830 -1.3073 -0.4738
C -1.7720 1.5096 4.6563
C -0.2411 -3.9309 -0.7803
H 0.7720 1.0899 0.3983
H 1.4752 -5.3125 -2.9901
C 2.8265 2.8044 0.5120
C 1.2178 -4.1904 -1.1747
P -3.5984 0.3892 2.8657
H -6.2474 1.8618 1.6985
H 1.5068 -5.1428 -0.7323
H -4.7082 2.3964 4.9299
H 1.8601 -3.4277 -0.7404
H -1.2552 1.0130 1.4051
H 0.6760 2.3253 -0.8752
H -0.5446 -4.6799 -0.0564
H 5.9669 0.7256 2.3428
C 5.8557 1.8327 -1.5183
H 4.2419 0.3319 2.5455
H -0.8848 2.1466 4.6672
H 2.4403 -3.8013 -2.8945
H -2.7236 -3.3326 -5.3123
H 6.5502 -1.0530 1.1692
H -6.0008 1.4068 5.5296
H 5.7425 2.6630 -0.8168
H -5.7909 -1.2666 3.2366
H 3.1818 0.6013 -3.1686
H 4.7869 1.8845 1.8623
C 3.9879 1.3187 -3.0054
O 2.7240 -0.6512 0.1586
O 1.5180 -4.1502 -5.5836
C -4.9876 1.3589 5.1227
Br -0.4589 -2.1918 0.0735
C 5.6583 -1.0565 0.5420
H 2.6517 2.4961 1.5527
H -0.1490 1.4721 2.6891
C 1.4783 -4.2614 -2.6901
O -1.7835 1.2402 -5.8843
H 6.1918 2.2523 -2.4686
H -3.9101 3.5205 3.0164
H 1.0292 0.6592 -1.2987
H -5.3181 1.9947 0.1862
H 4.9900 -1.8531 0.8928
H -2.9487 -1.0437 -4.4246
C -2.1656 -1.3121 -5.1348
C -1.0251 0.8617 2.4652
N 5.0092 0.2482 0.5522

---

| no. | largest force on an atom (eV/Å) |
| --- | --- |
| 1 | 0.94 |
| 2 | 4.60 |
| 3 | 3.29 |
| 4 | 4.15 |
| 5 | 5.11 |
| 6 | 6.13 |